10
Properties=species:S:1:pos:R:3 method="wB97M-V/def2-TZVPD" homo_lumo_gap_ev=9.02 lumo_ev=-0.56 relative_energy_kj_mol=354.2
H -0.55 -1.86 1.92
O -1.72 -1.33 0.24
C -0.76 -1.16 1.10
N -1.31 -0.11 -0.97
O 2.03 1.15 -0.74
C -0.19 0.33 -0.49
H 0.71 1.66 -2.15
C 0.92 1.14 -1.21
C 0.09 -0.15 0.82
H 0.78 0.32 1.47

87
Properties=species:S:1:pos:R:3 method="wB97M-V/def2-TZVPD" spin_multiplicity=2 homo_lumo_gap_ev="8.38 / 4.69" lumo_ev="-3.94 / -7.63" total_charge=+1 relative_energy_kj_mol=0.0
F -3.09 0.84 1.59
I -0.24 1.24 -9.13
C 0.86 -1.78 4.83
C 0.29 2.93 -1.90
C -1.59 -2.15 4.52
F -4.56 2.83 1.53
O -0.08 -0.42 -2.37
C -1.80 1.10 -5.17
H 2.48 3.59 -3.27
H -2.05 -5.79 2.32
H -1.32 0.09 2.87
H -1.16 6.59 -2.56
H 2.88 -2.83 3.14
N -0.10 2.21 -0.80
C 2.84 -2.97 2.06
F -4.00 0.02 -0.44
Tl -1.43 0.52 -0.39
H 0.93 3.98 1.73
C 0.33 -5.11 3.42
Si 0.07 -2.57 2.26
H 1.13 -5.08 0.80
H 1.02 -1.83 -0.67
Br -1.65 -1.81 0.71
F -5.51 1.96 -0.61
C 1.72 -2.44 -0.11
C -1.90 -4.71 2.40
C 0.11 2.59 0.48
H 0.13 -6.18 3.37
C 0.48 0.08 -6.47
H -2.35 1.97 -7.04
O -0.37 1.86 1.37
H 1.29 0.00 1.17
H 2.72 -2.22 -0.50
C -1.03 0.05 -3.02
H -0.42 -4.63 0.06
H 1.51 -3.49 -0.34
H 3.80 -2.64 1.66
N 0.83 3.70 0.76
H -0.27 -6.14 0.95
C -0.40 -4.43 2.24
C 3.23 2.59 -1.51
H -0.78 6.05 -0.93
O 1.94 5.55 0.12
H -2.52 -4.24 1.63
H 3.36 2.76 -0.44
H 3.21 4.67 -2.08
H 2.63 1.68 -1.64
F -3.06 2.23 -0.36
H 4.22 2.40 -1.93
H 0.63 -1.22 5.75
H -1.50 4.92 -2.09
As -4.40 1.43 0.57
O -2.13 0.40 -2.52
H -2.64 1.48 -4.60
C 1.18 4.15 -1.67
H 1.79 -1.37 4.44
C 0.61 5.34 -2.45
H 1.04 -2.82 5.11
H 0.58 5.05 -3.50
H 1.02 -0.76 -4.57
C 0.04 -5.09 0.93
H 2.99 -0.45 0.99
H -0.02 -4.75 4.38
H 1.30 6.17 -2.34
C 1.72 -2.14 1.39
H 2.75 -4.04 1.85
C -0.53 -0.11 3.60
C -0.49 0.86 -7.16
C 0.30 -0.18 -5.14
C -0.79 5.74 -1.98
H -0.84 0.36 4.54
C 2.07 -0.65 1.55
C -0.84 0.31 -4.49
H -2.45 -2.11 3.86
H 1.34 -0.29 -7.01
H 2.26 -0.38 2.59
C 2.59 3.78 -2.20
O 0.01 2.58 -3.03
H 0.37 0.40 3.27
C -0.32 -1.61 3.85
F -5.55 0.52 1.44
H 1.42 -4.98 3.38
H -2.29 -4.41 3.37
C -1.63 1.37 -6.49
H -1.82 -1.52 5.39
C 1.35 4.56 -0.22
H -1.46 -3.16 4.89

10
Properties=species:S:1:pos:R:3 method="wB97M-V/def2-TZVPD" homo_lumo_gap_ev=8.31 lumo_ev=-0.38 relative_energy_kj_mol=586.2
O 0.80 -0.95 0.83
N 2.41 0.90 -2.90
N 1.63 -1.05 -0.30
C -0.15 -0.02 0.82
N 0.75 0.23 -1.24
C 1.65 0.76 -2.05
H -0.64 0.22 1.84
H 1.32 -1.71 -0.98
C -0.13 0.69 -0.25
H -0.78 1.51 -0.37

19
Properties=species:S:1:pos:R:3 method="wB97M-V/def2-TZVPD" homo_lumo_gap_ev=9.33 lumo_ev=0.18 relative_energy_kj_mol=40.4 smiles="CC[C@H](S)C(S)(S)C=O"
C -0.39 0.25 0.67
H -1.90 0.93 -1.72
H 2.75 -0.41 0.35
C -1.23 0.09 -1.79
H 0.41 2.42 0.53
O 2.00 -2.31 1.35
C 0.98 -1.68 1.45
H -0.05 -1.99 1.47
H -0.66 -0.06 -2.78
C 0.84 -0.16 1.56
S -0.87 2.05 0.93
H -1.95 -0.63 -1.66
S 2.38 0.65 1.15
C 0.01 0.23 -0.81
H 0.65 -0.76 -1.09
H 0.74 1.10 -1.11
S 0.02 -0.02 3.32
H -1.27 -0.37 0.94
H 1.21 -0.19 3.91

153
Properties=species:S:1:pos:R:3 method="wB97M-V/def2-TZVPD" homo_lumo_gap_ev=8.39 lumo_ev=-3.06 total_charge=+1
C -0.34 -0.51 -6.83
H -3.91 -3.51 -6.54
H -0.24 1.57 -6.21
H 2.83 3.61 -0.64
H -0.80 2.01 -8.90
H 2.10 2.17 4.29
O -0.05 0.51 0.57
O -6.94 -3.43 2.95
O 0.28 5.75 5.44
H -8.39 -4.55 2.08
O 1.49 -1.11 1.12
C -0.18 -1.56 -1.91
C -1.13 1.25 -8.20
O 0.02 2.29 6.95
H 2.09 -0.45 -4.88
O 0.77 5.54 -0.02
C 4.66 -2.52 0.90
F -6.55 -2.36 -8.10
O 0.77 -0.98 -1.21
O -1.11 -1.06 -7.76
C -0.09 1.38 5.96
H 2.99 3.90 1.69
H 0.91 1.03 -7.45
C 2.99 1.60 -2.91
C -6.42 -2.54 -5.75
F -7.08 -2.28 -3.28
C -5.76 -2.13 -3.53
H -4.75 -3.91 1.07
C -2.16 2.57 6.01
C -1.51 2.70 -4.16
F -5.01 -2.23 -1.24
H -2.24 3.09 -4.87
H 3.11 3.45 3.69
C -1.27 -2.79 4.03
C -4.87 -2.77 -2.46
H -1.56 -1.92 4.61
H 3.71 2.18 -2.33
O -5.45 -2.72 -4.72
O 1.88 3.48 -3.98
C -1.91 1.29 -3.76
C 7.12 1.43 4.59
C 6.13 -2.45 0.50
C 1.50 -0.25 2.12
H 4.69 0.27 2.66
O 0.84 0.69 5.62
H -7.10 -3.39 -5.80
H -6.97 -1.61 -5.60
C 2.38 3.21 4.46
F -4.86 -1.38 -7.17
H -3.82 -2.68 -2.75
O -1.52 1.09 -2.49
H 4.33 -1.58 1.33
H -2.63 -4.38 3.34
C 0.14 -3.11 4.49
O 7.01 -2.55 -1.75
H -2.27 -0.34 -9.27
H 3.23 5.68 1.52
H 0.84 5.76 2.01
H 0.68 4.09 1.48
O -4.96 -2.98 3.85
O 4.81 -2.27 -1.46
C -1.22 2.97 7.17
H 3.44 0.15 -5.82
C 3.70 0.47 -3.69
H -2.04 0.45 5.66
C 2.83 0.35 -4.95
H -1.14 4.06 7.16
H -0.03 2.29 -1.76
H -0.74 -5.79 3.58
O 1.09 -2.36 4.58
C 2.69 4.81 1.18
H -1.59 2.74 8.17
Li 0.33 -2.92 -4.88
H -1.10 -5.73 5.36
O 2.11 -0.37 3.15
H 5.73 -0.83 3.49
H -1.56 2.44 -0.88
H 6.67 -1.57 0.83
C 2.92 4.65 -0.32
C -1.12 2.32 -1.86
H -2.07 1.53 -7.73
C 1.17 5.04 1.27
F -5.37 -4.83 -6.94
C 5.41 0.21 3.48
H -1.26 -2.49 2.98
H 6.22 2.12 2.82
B 0.38 -0.85 0.22
C 1.76 5.40 -0.94
C 2.29 2.37 -4.00
H -6.49 -5.54 0.48
O 1.67 5.77 -2.07
H 2.53 2.70 6.60
C -0.89 -5.17 4.45
C -1.99 -4.13 4.18
H 3.84 5.11 -0.67
C 3.89 -2.68 -0.44
H 3.12 5.57 5.63
O 0.17 -1.18 -5.95
H -0.51 -0.24 -9.59
C 0.43 0.85 1.75
H 3.05 -1.99 -0.46
C -4.74 -3.66 -7.23
C -1.19 -2.12 -0.87
F -5.50 -0.81 -3.55
H 3.90 -0.48 -3.20
C 6.58 1.16 3.19
C 2.44 4.89 6.16
H 7.28 0.74 2.48
H 2.32 1.06 -2.23
C 2.87 3.44 5.88
F -5.09 -4.11 -2.42
O 1.19 4.02 4.38
C -5.69 -2.46 -7.08
O 0.31 -4.41 4.72
H -3.14 2.38 6.44
O -0.77 -1.78 0.33
C -1.49 1.36 5.41
H 3.95 3.31 5.96
H -1.31 1.36 4.33
C 6.07 -2.41 -1.02
O -2.48 0.48 -4.44
H 6.68 -3.37 0.71
H -2.51 3.88 -2.65
H 4.39 -3.39 1.48
H -6.67 -6.03 2.15
H 4.68 0.86 -3.96
C 1.18 4.97 5.34
H -2.30 3.39 5.31
O 2.20 1.61 -5.13
C -5.12 -4.49 1.92
C -1.30 -0.11 -8.85
H 7.86 0.72 4.95
C -1.53 3.43 -2.83
Li 2.34 -0.95 5.21
H 2.36 5.11 7.21
O 5.91 1.44 5.39
H -7.68 -3.36 1.01
H -4.46 -5.32 2.16
H 7.54 2.43 4.67
H 3.45 -3.65 -0.68
O 3.86 0.60 5.35
H -0.54 2.60 -4.64
C -5.59 -3.54 3.00
O -2.14 -2.82 -1.08
H -0.88 4.30 -2.79
C 4.94 0.74 4.82
O 0.14 1.82 2.39
H -2.61 -4.09 5.08
O -0.19 -1.64 -3.11
C -6.44 -5.18 1.50
C -0.12 0.95 -7.09
C -7.45 -4.09 1.78
F -4.28 -3.76 -8.50

82
Properties=species:S:1:pos:R:3 method="wB97M-V/def2-TZVPD" homo_lumo_gap_ev=8.35 lumo_ev=-2.44 total_charge=+1 smiles=COCCCCCCCCC[C@@]1(P(C)C)[C@@H](Cl)[C@@](C)(CN)C[N@+]1(CCCCCN)P(O)Cl
H -0.31 0.13 3.44
P -1.82 3.23 -0.23
H -1.63 1.51 1.48
C 0.16 -1.41 -2.48
C 0.08 -0.45 -1.25
H -0.72 -4.85 -2.83
H 0.72 4.18 -3.41
H -0.45 -1.64 5.36
C 2.11 -1.27 4.85
H 1.58 2.21 4.70
H 0.56 2.90 2.27
H 1.02 -0.32 -0.68
H 3.11 -1.77 4.80
H -1.59 -5.19 -5.04
H -2.84 -0.39 0.22
H 1.68 -3.02 3.55
C 1.16 1.18 4.62
H -1.85 -3.72 4.10
H -0.52 4.79 1.17
H -2.03 -3.54 0.70
H 0.77 0.89 5.63
H -2.38 -4.47 2.19
C 2.50 1.34 -2.49
H -0.21 -2.57 -4.85
O -3.19 0.32 -0.34
C -0.05 1.20 3.63
C 0.81 2.70 -0.81
C -0.15 -2.46 4.67
C 1.15 -2.10 3.89
H 1.80 -1.29 5.92
C -0.09 -3.96 -3.06
C 0.37 1.81 2.24
H 2.50 0.05 3.17
O -0.96 -2.88 2.35
H -1.61 -2.66 -2.18
N -0.61 0.90 -1.49
C -1.57 -3.96 1.64
H -0.37 -1.08 -3.39
H -2.77 4.14 -2.40
Cl -3.38 1.51 -3.06
H 3.39 2.01 -2.51
C -1.39 -2.80 3.71
H 3.37 0.89 -4.29
H -1.59 3.82 2.22
C -0.59 1.30 1.12
H 0.08 1.01 -3.64
N -1.58 -4.18 -5.14
C -0.50 -2.80 -2.09
C -1.93 4.35 -1.69
H 2.59 -0.35 -3.64
H -2.12 5.39 -1.33
H -0.93 1.70 4.07
C 1.21 2.25 -2.32
H 0.07 -3.38 5.25
H -0.75 2.44 -3.12
P -2.32 0.24 -1.79
H -0.23 -3.09 -1.04
Cl 2.42 2.69 0.04
H -1.00 4.42 -2.30
H 1.37 1.34 2.04
H 0.97 -1.46 2.99
H -2.08 -1.92 3.80
H 3.24 0.57 4.70
N 2.49 0.65 -3.83
H 0.98 -4.23 -2.86
H 1.63 2.96 -4.34
H -0.61 -0.97 -0.54
C -0.32 -3.64 -4.59
H -0.53 0.18 1.19
H 0.66 3.79 -0.97
C 2.30 0.17 4.26
H -0.76 -4.66 1.31
H 0.49 -4.18 -5.14
C -0.45 1.87 -0.33
H -2.39 -3.75 -4.69
H -2.25 5.20 1.17
C -0.17 1.58 -2.72
H 1.21 -1.63 -2.76
C -1.55 4.34 1.25
H 2.59 0.53 -1.73
C 1.54 3.42 -3.32
H 2.48 3.89 -2.98

105
Properties=species:S:1:pos:R:3 method="wB97M-V/def2-TZVPD" homo_lumo_gap_ev=7.32 lumo_ev=-2.53 total_charge=+1 relative_energy_kj_mol=133.4
C -7.51 -0.95 -1.37
H -4.08 1.38 -5.25
H -1.99 0.60 2.79
H -7.20 0.09 -1.41
S -2.81 3.17 -4.28
H 4.91 -1.18 -1.74
C 1.67 1.55 -2.02
C 0.26 5.46 3.50
H 5.54 -1.56 6.76
H -2.41 7.21 1.69
H -3.44 0.96 -3.64
C -3.19 -2.21 -6.76
H -2.86 -3.10 -7.30
S -2.79 1.55 0.74
S -7.90 -1.37 0.34
H 3.66 2.08 -1.41
N 3.16 1.69 -2.22
H 4.02 -3.33 2.40
H -2.13 4.62 -6.04
C 5.99 -4.00 11.03
H 0.99 6.24 3.29
H -2.36 0.94 -5.05
N 4.73 -0.17 -1.71
C 6.69 -3.70 1.49
H 0.76 4.49 3.56
H -0.96 -0.55 -1.45
H 6.82 -2.65 1.23
H -1.63 2.95 -6.37
H -2.87 2.13 3.06
H 3.90 -1.60 7.44
H -0.25 5.66 4.45
H 4.36 -2.18 1.07
H -0.17 6.50 -8.11
S 5.25 -4.37 0.63
H 0.62 5.54 -6.83
H -1.99 7.15 3.42
H 2.77 -4.07 5.92
H -1.21 2.16 2.41
H 3.50 -4.89 12.11
O -1.87 0.68 -0.06
C -2.44 3.58 -6.00
H 1.91 -3.29 4.58
H 6.02 -3.11 11.66
S -3.74 -2.67 -5.11
H -7.43 -3.60 -0.43
C -1.60 7.05 2.41
O 4.83 -2.97 4.26
C -2.15 1.61 2.42
H 5.39 0.40 -1.19
C 1.43 -0.01 -2.16
C 3.35 -3.99 11.52
O -1.52 3.21 -3.52
H 1.60 6.35 -8.09
H -0.81 7.78 2.23
C -5.10 -3.72 -5.66
H -4.90 1.12 1.81
H -3.95 -0.39 1.58
H 1.74 -0.42 -1.15
H -8.53 -3.58 0.97
H -6.70 -1.58 -1.74
H 2.07 2.56 -8.74
H 2.32 -3.96 11.16
O -2.02 4.42 2.58
C -8.29 -3.10 0.02
H -4.79 0.37 0.20
O -4.33 -1.46 -4.48
C 0.67 5.84 -7.88
S 4.45 -4.03 10.09
H 6.82 -3.99 10.32
H -4.00 -1.72 -7.30
C 4.07 -3.20 1.32
N 2.62 -0.34 -3.00
H 6.05 -4.90 11.64
H 1.11 2.01 -2.87
O 5.41 -4.05 -0.82
H 4.76 -3.12 7.11
O 4.33 -2.71 9.39
H 6.55 -3.81 2.57
H -4.71 -4.56 -6.23
S -0.22 -0.64 -2.63
H -2.35 -1.52 -6.66
O -0.68 3.62 -8.50
O -6.62 -1.33 1.11
S -0.95 5.38 2.16
C -3.21 1.44 -4.59
H 2.85 -1.33 -3.13
C 2.47 -3.11 5.50
S 3.92 -2.12 5.10
H -3.33 3.45 -6.61
H 7.57 -4.27 1.18
H 1.84 3.38 -7.18
H -5.62 -4.09 -4.77
C 1.97 3.53 -8.25
H 1.84 -2.57 6.20
H -8.40 -1.08 -1.99
H 2.87 4.12 -8.44
S 0.54 4.38 -8.93
C -4.25 0.56 1.13
H 3.56 -3.10 12.11
C 4.59 -2.10 6.77
H -5.79 -3.14 -6.26
H 1.31 1.92 -1.03
C 3.65 0.33 -2.26
H -9.15 -3.17 -0.65
H 3.09 -3.41 0.88

11
Properties=species:S:1:pos:R:3 method="wB97M-V/def2-TZVPD" spin_multiplicity=3 homo_lumo_gap_ev="8.09 / 7.47" lumo_ev="0.29 / -2.02" relative_energy_kj_mol=310.1
C 0.61 0.31 -0.39
H -0.27 -1.85 -1.92
O -0.35 2.45 2.28
H -1.84 -1.76 -0.99
C -0.11 -0.69 0.01
H -0.59 -0.81 0.92
O 1.37 3.21 1.22
H -0.29 -2.78 -0.33
C -0.70 -1.84 -0.86
N 0.60 2.38 1.55
Br 1.57 1.39 -1.49